This record from OMol25 describes a cluster of 5 separate species, C49H77BO6P in total in a non-equilibrium geometry. The level of theory is wB97M-V/def2-TZVPD.

## Properties
Frontier orbital gap (eV): 6.55
Net charge: -1
LUMO energy (eV): 1.5812
E_HOMO (Ha): -0.182

Bonds (Å) are listed after each position.
Element x y z (Å)
1 C 5.448 0.420 1.723  C2 1.588, H34 1.122, H35 1.113, H36 1.119
2 C 4.911 1.395 0.591  C1 1.588, C3 1.570, H37 1.118, H38 1.117
3 C 3.343 1.475 0.598  C2 1.570, C4 1.596, H39 1.114, H40 1.122
4 C 2.700 0.049 0.281  C3 1.596, C5 1.571, H41 1.110, H42 1.121
5 C 2.617 -0.076 -1.282  C4 1.571, C6 1.572, H43 1.119, H44 1.127
6 C 2.042 -1.438 -1.818  C5 1.572, C7 1.574, H45 1.124, H46 1.117
7 C 0.742 -1.954 -1.095  C6 1.574, C8 1.591, H47 1.117, H48 1.110
8 C 0.865 -3.536 -0.979  C7 1.591, C9 1.574, H49 1.120, H50 1.122
9 C -0.527 -4.259 -1.099  C8 1.574, C10 1.588, H51 1.118, H52 1.117
10 C -1.374 -3.996 0.219  C9 1.588, C11 1.578, H53 1.121, H54 1.122
11 C -2.913 -4.277 0.014  C10 1.578, C12 1.586, H55 1.116, H56 1.117
12 C -3.673 -2.938 -0.368  C11 1.586, C13 1.576, H57 1.121, H58 1.115
13 C -5.145 -2.892 0.193  C12 1.576, C14 1.583, H59 1.111, H60 1.123
14 C -6.065 -3.799 -0.721  C13 1.583, C15 1.568, H61 1.127, H62 1.115
15 C -7.039 -2.982 -1.639  C14 1.568, C16 1.588, H63 1.112, H64 1.122
16 C -8.187 -2.216 -0.852  C15 1.588, P17 1.883, O20 1.419, C31 1.631
17 P -9.049 -3.388 0.343  C16 1.883, O18 1.731, O19 1.704
18 O -10.067 -4.475 -0.539  P17 1.731, H65 0.973
19 O -9.997 -2.513 1.457  P17 1.704, H66 0.963
20 O -7.820 -0.983 -0.254  C16 1.419, B21 1.492
21 B -7.727 0.179 -1.185  O20 1.492, C22 1.644, O27 1.476, O30 1.500
22 C -8.482 1.562 -0.714  B21 1.644, C23 1.589, H67 1.127, H68 1.121
23 C -8.071 2.039 0.746  C22 1.589, C24 1.580, H69 1.118, H70 1.122
24 C -9.380 2.103 1.628  C23 1.580, C25 1.579, H71 1.120, H72 1.119
25 C -8.955 2.470 3.104  C24 1.579, O26 1.446, H73 1.120, H74 1.119
26 O -9.542 1.490 3.990  C25 1.446, H75 0.964
27 O -6.277 0.238 -1.458  B21 1.476, C28 1.413
28 C -5.920 1.312 -2.305  O27 1.413, C29 1.570, H76 1.126, H77 1.129
29 C -4.626 1.034 -3.149  C28 1.570, H78 1.114, H79 1.115, H80 1.122
30 O -8.610 -0.297 -2.300  B21 1.500, C31 1.410
31 C -9.052 -1.621 -2.101  C16 1.631, O30 1.410, C32 1.566, H81 1.128
32 C -10.614 -1.663 -2.002  C31 1.566, C33 1.590, H82 1.115, H83 1.121
33 C -11.205 -0.821 -0.789  C32 1.590, H84 1.118, H85 1.116, H86 1.119
34 H 6.374 0.898 2.138  C1 1.122
35 H 4.744 0.299 2.576  C1 1.113
36 H 5.769 -0.560 1.288  C1 1.119
37 H 5.256 1.070 -0.421  C2 1.118
38 H 5.309 2.426 0.759  C2 1.117
39 H 2.915 1.891 1.539  C3 1.114
40 H 3.049 2.125 -0.269  C3 1.122
41 H 3.240 -0.781 0.784  C4 1.110
42 H 1.643 0.133 0.647  C4 1.121
43 H 2.111 0.827 -1.709  C5 1.119
44 H 3.677 -0.013 -1.660  C5 1.127
45 H 1.755 -1.258 -2.889  C6 1.124
46 H 2.858 -2.200 -1.864  C6 1.117
47 H -0.166 -1.746 -1.710  C7 1.117
48 H 0.563 -1.510 -0.094  C7 1.110
49 H 1.299 -3.852 0.004  C8 1.120
50 H 1.569 -3.937 -1.755  C8 1.122
51 H -1.084 -3.914 -2.005  C9 1.118
52 H -0.377 -5.363 -1.179  C9 1.117
53 H -0.924 -4.624 1.031  C10 1.121
54 H -1.199 -2.920 0.483  C10 1.122
55 H -2.994 -5.055 -0.781  C11 1.116
56 H -3.311 -4.736 0.952  C11 1.117
57 H -3.734 -2.942 -1.488  C12 1.121
58 H -3.049 -2.065 -0.068  C12 1.115
59 H -5.531 -1.859 0.331  C13 1.111
60 H -5.103 -3.406 1.192  C13 1.123
61 H -5.368 -4.350 -1.413  C14 1.127
62 H -6.568 -4.592 -0.120  C14 1.115
63 H -6.503 -2.210 -2.232  C15 1.112
64 H -7.562 -3.727 -2.295  C15 1.122
65 H -10.957 -4.105 -0.404  O18 0.973
66 H -10.239 -3.168 2.121  O19 0.963
67 H -8.304 2.411 -1.433  C22 1.127
68 H -9.594 1.421 -0.720  C22 1.121
69 H -7.521 3.013 0.739  C23 1.118
70 H -7.403 1.276 1.224  C23 1.122
71 H -9.891 1.108 1.563  C24 1.120
72 H -10.075 2.856 1.177  C24 1.119
73 H -7.842 2.495 3.223  C25 1.120
74 H -9.406 3.465 3.349  C25 1.119
75 H -9.350 0.628 3.605  O26 0.964
76 H -6.731 1.590 -3.034  C28 1.126
77 H -5.753 2.215 -1.649  C28 1.129
78 H -4.870 0.279 -3.930  C29 1.114
79 H -4.272 1.990 -3.599  C29 1.115
80 H -3.859 0.584 -2.465  C29 1.122
81 H -8.798 -2.141 -3.069  C31 1.128
82 H -11.046 -2.690 -1.957  C32 1.115
83 H -11.019 -1.188 -2.933  C32 1.121
84 H -11.539 0.162 -1.203  C33 1.118
85 H -12.047 -1.373 -0.306  C33 1.116
86 H -10.414 -0.564 -0.041  C33 1.119
87 C -7.455 -1.037 7.091  C88 1.390, C92 1.390, H93 1.084
88 C -6.346 -0.272 7.431  C87 1.390, C89 1.390, H94 1.084
89 C -5.483 0.179 6.439  C88 1.390, C90 1.390, H95 1.084
90 C -5.734 -0.128 5.107  C89 1.390, C91 1.389, H96 1.083
91 C -6.845 -0.890 4.768  C90 1.389, C92 1.389, H97 1.085
92 C -7.703 -1.348 5.760  C87 1.390, C91 1.389, H98 1.083
93 H -8.127 -1.391 7.865  C87 1.084
94 H -6.154 -0.027 8.469  C88 1.084
95 H -4.614 0.771 6.705  C89 1.084
96 H -5.064 0.227 4.333  C90 1.083
97 H -7.041 -1.128 3.728  C91 1.085
98 H -8.567 -1.947 5.495  C92 1.083
99 C 9.665 -1.236 -2.245  C100 1.390, C104 1.390, H105 1.084
100 C 9.342 -0.639 -3.458  C99 1.390, C101 1.390, H106 1.084
101 C 8.521 0.481 -3.484  C100 1.390, C102 1.390, H107 1.083
102 C 8.029 1.011 -2.297  C101 1.390, C103 1.390, H108 1.084
103 C 8.355 0.416 -1.083  C102 1.390, C104 1.390, H109 1.084
104 C 9.169 -0.710 -1.057  C99 1.390, C103 1.390, H110 1.083
105 H 10.303 -2.112 -2.224  C99 1.084
106 H 9.731 -1.048 -4.383  C100 1.084
107 H 8.264 0.943 -4.430  C101 1.083
108 H 7.392 1.887 -2.317  C102 1.084
109 H 7.971 0.831 -0.158  C103 1.084
110 H 9.419 -1.176 -0.112  C104 1.083
111 C 10.028 5.747 -1.176  C112 1.390, C116 1.390, H117 1.084
112 C 9.587 4.452 -1.423  C111 1.390, C113 1.390, H118 1.084
113 C 10.477 3.489 -1.883  C112 1.390, C114 1.390, H119 1.082
114 C 11.811 3.819 -2.089  C113 1.390, C115 1.390, H120 1.084
115 C 12.254 5.113 -1.839  C114 1.390, C116 1.390, H121 1.084
116 C 11.362 6.078 -1.387  C111 1.390, C115 1.390, H122 1.083
117 H 9.333 6.498 -0.820  C111 1.084
118 H 8.547 4.193 -1.256  C112 1.084
119 H 10.131 2.483 -2.081  C113 1.082
120 H 12.507 3.067 -2.443  C114 1.084
121 H 13.295 5.369 -1.998  C115 1.084
122 H 11.706 7.088 -1.197  C116 1.083
123 C 17.228 3.200 0.887  C124 1.390, C128 1.390, H129 1.084
124 C 17.051 1.862 0.554  C123 1.390, C125 1.390, H130 1.084
125 C 15.811 1.410 0.120  C124 1.390, C126 1.390, H131 1.083
126 C 14.748 2.299 0.010  C125 1.390, C127 1.390, H132 1.084
127 C 14.925 3.638 0.339  C126 1.390, C128 1.390, H133 1.084
128 C 16.163 4.088 0.781  C123 1.390, C127 1.390, H134 1.083
129 H 18.194 3.551 1.228  C123 1.084
130 H 17.882 1.170 0.634  C124 1.084
131 H 15.672 0.366 -0.133  C125 1.083
132 H 13.781 1.949 -0.333  C126 1.084
133 H 14.096 4.331 0.251  C127 1.084
134 H 16.299 5.130 1.043  C128 1.083